C35H30IN3O2P2PdS as an isolated structure, computed with ωB97M-V with the def2-TZVPD basis set.

Calculated values
- Orbital gap (alpha / beta): 7.6 / 4.2 eV
- E_HOMO (alpha / beta): -12.38 / -13.56 eV
- Energy relative to the best compared isomer or geometry (same formula, charge and spin): 20.6 kcal per mole
- Charge: +2
- 2S+1: 5
- Max |F|: 0.0117 Eh/bohr

```
75
C35H30IN3O2P2PdS | the Open Molecules 2025 dataset | ωB97M-V with the def2-TZVPD basis set
Pd -0.61069 -0.61192 0.60513
O -2.37186 -0.19597 3.76098
C -1.66683 -1.09934 3.28804
O -0.49558 -0.98107 2.78760
C -2.23962 -2.48259 3.26685
C -2.67953 -3.07939 4.42704
C -3.23811 -4.35696 4.40381
C -3.40163 -5.05364 3.20077
C -2.99027 -4.48121 2.02702
C -2.37849 -3.19344 2.03285
S -1.88845 -2.64260 0.50864
H -2.58886 -2.54261 5.36174
H -3.56372 -4.81180 5.33032
H -3.85129 -6.03659 3.19606
H -3.10843 -5.00389 1.08691
C 2.15839 1.49413 -2.07462
N 1.24979 0.79559 -1.15073
P -0.24588 0.16983 -1.64136
C 0.02824 -0.79751 -3.12986
C 0.15925 -0.20581 -4.38711
C 0.47776 -0.98897 -5.48621
C 0.65977 -2.35840 -5.33598
C 0.52182 -2.95389 -4.08936
C 0.20333 -2.17556 -2.98695
C -1.29636 1.56123 -2.10495
C -1.11411 2.81857 -1.53494
C -2.03685 3.83016 -1.76704
C -3.15601 3.58608 -2.55373
C -3.35143 2.32912 -3.11523
C -2.42596 1.31752 -2.89234
P 1.78239 -0.06320 0.23272
C 3.44728 -0.61390 -0.13989
C 4.56656 -0.07258 0.48899
C 5.83256 -0.52458 0.14169
C 5.97924 -1.50926 -0.82349
C 4.86381 -2.05318 -1.44972
C 3.59756 -1.61392 -1.10403
C 1.90820 1.16554 1.55545
C 1.77214 2.53061 1.30559
C 1.83366 3.44055 2.35378
C 2.02263 2.98740 3.65259
C 2.15096 1.62582 3.90731
C 2.08844 0.71662 2.86496
H 2.59330 0.80319 -2.79834
H 2.96504 1.96468 -1.51442
H 1.61262 2.27263 -2.60960
H 0.01390 0.86086 -4.51026
H 0.58243 -0.53226 -6.46144
H 0.90278 -2.96542 -6.19824
H 0.65304 -4.02233 -3.98031
H 0.08308 -2.63783 -2.01293
H -0.24487 3.00725 -0.91660
H -1.87506 4.81511 -1.34752
H -3.86568 4.38033 -2.74597
H -4.21419 2.14232 -3.74155
H -2.57352 0.34435 -3.34806
H 4.45676 0.69879 1.23971
H 6.70424 -0.10427 0.62496
H 6.96827 -1.85943 -1.08786
H 4.98338 -2.82405 -2.19930
H 2.72584 -2.04278 -1.58702
H 1.63937 2.88382 0.29125
H 1.75502 4.50162 2.15399
H 2.07855 3.69607 4.46894
H 2.29273 1.27451 4.92078
H 2.16300 -0.34502 3.07055
I -3.66745 3.45151 4.09279
C -3.28633 2.31461 2.53940
C -4.18277 1.91345 1.51004
N -3.49273 1.11646 0.73890
N -2.19310 0.93409 1.15237
C -2.04211 1.64274 2.22719
H -5.21987 2.15345 1.33606
H -3.81236 0.63499 -0.09289
H -1.10713 1.66155 2.76611
```